1.
{"formula": "C3H11N2OPS", "method": "the ωB97M-V functional and the def2-TZVPD basis", "fmax_ev_per_a": 5.2, "homo_energy_ev": -9.0, "smiles": "CN=P(N)=S.CCO", "homo_lumo_gap_ev": 9.195, "lumo_energy_ev": 0.15, "symbols": ["C", "N", "P", "N", "S", "H", "H", "H", "H", "H", "C", "C", "O", "H", "H", "H", "H", "H", "H"], "xyz": [[-3.852942, -0.727855, 2.763975], [-3.212092, -0.276911, 1.573064], [-1.826795, -0.799979, 1.175615], [-1.706051, -0.349906, -0.408942], [-0.617482, -2.196170, 1.722945], [-4.853541, -0.627823, 2.609406], [-3.569533, -1.721381, 3.103821], [-3.573995, -0.122211, 3.695172], [-0.753707, -0.259208, -0.781146], [-2.376580, 0.409626, -0.676158], [2.932438, 0.982425, -0.659595], [1.992701, 0.096214, -1.561576], [0.797476, 0.746831, -1.801288], [2.514207, 1.628861, 0.016494], [3.598505, 0.334720, 0.010339], [3.810352, 1.534094, -1.160874], [1.748889, -0.814416, -1.031734], [2.482291, -0.179355, -2.576507], [0.896664, 1.391951, -2.616502]], "forces_ev_per_a": [[2.6700, 0.6263, 2.6143], [0.6451, 0.1115, 0.5153], [-0.2772, -0.8015, -1.8559], [0.3631, 1.0260, 0.0233], [-0.2526, 0.7150, 0.1846], [-2.9538, -0.0032, -0.0979], [-0.2030, -0.4794, -0.3767], [-0.4426, -0.2459, -1.2807], [-0.6624, 0.1742, -0.1068], [1.0868, -1.0445, 0.3248], [4.2235, -2.6099, -1.4326], [2.4596, 0.6304, -0.6168], [-1.2831, 2.5556, -2.9162], [-1.7871, 1.5786, 1.2635], [-1.1204, 0.2596, -0.7744], [-1.7579, -0.4897, -0.0077], [0.0090, -0.2829, 0.0935], [-0.4354, 0.2702, 1.8019], [-0.2814, -1.9904, 2.6445]]}

=====

2.
{"formula": "C3H11N2PS", "method": "the ωB97M-V functional and the def2-TZVPD basis", "fmax_ev_per_a": 6.7, "homo_energy_ev": -7.3, "smiles": "CNP(NC)SC", "homo_lumo_gap_ev": 7.942, "lumo_energy_ev": 0.61, "symbols": ["C", "N", "P", "N", "C", "S", "C", "H", "H", "H", "H", "H", "H", "H", "H", "H", "H", "H"], "xyz": [[1.600201, 2.086931, 0.957542], [1.558865, 0.700426, 0.666636], [0.429220, -0.416222, 1.150442], [1.017803, -1.831001, 0.526410], [0.254319, -3.103456, 0.740638], [-1.010495, 0.261514, -0.925356], [-2.563524, 1.345677, -1.459698], [1.136049, 2.402732, 1.928789], [2.658697, 2.438969, 1.018224], [1.084252, 2.710174, 0.156039], [2.034473, 0.519682, -0.213740], [1.603405, -1.907874, -0.325650], [0.909854, -3.964227, 0.791703], [-0.316409, -2.878487, 1.693455], [-0.471465, -3.218961, -0.044800], [-1.913963, 2.266203, -1.719591], [-2.882515, 0.952730, -2.378466], [-3.239657, 1.356361, -0.725724]], "forces_ev_per_a": [[-0.3600, 2.6439, 0.2165], [0.7823, -1.6207, -0.2579], [-0.9525, 1.0336, -0.6811], [0.6019, -0.9342, -1.1509], [-0.6028, 2.1759, 1.2628], [-0.4038, -0.3617, -0.1808], [6.4393, 0.8212, -1.6265], [0.2449, -0.7629, -0.7709], [-0.7185, -0.3266, -0.0983], [0.4839, -0.7707, 0.8297], [-0.1865, -0.1783, 0.1526], [-0.5409, 0.5807, 0.8014], [0.1177, 0.0509, 0.2936], [0.6118, -0.9808, -0.8987], [-0.3131, -0.1888, -0.3760], [-2.0043, -0.9252, 0.8149], [-0.6353, -0.8304, -0.9892], [-2.5642, 0.5740, 2.6587]]}

=====

3.
{"formula": "C3H11N2PS", "method": "the ωB97M-V functional and the def2-TZVPD basis", "fmax_ev_per_a": 3.9, "s_squared": 2.009, "homo_energy_ev": [-5.3, -8.9], "homo_lumo_gap_ev": [6.143, 6.306], "lumo_energy_ev": [0.85, -2.57], "multiplicity": 3, "symbols": ["C", "C", "C", "N", "N", "P", "S", "H", "H", "H", "H", "H", "H", "H", "H", "H", "H", "H"], "xyz": [[-1.434493, -0.833833, 0.965795], [0.946141, -1.453634, 0.415275], [-0.244305, -0.596445, 0.095751], [-1.003416, 2.169900, 0.084363], [1.259615, 1.615357, -1.773278], [0.325645, 1.156368, 0.208524], [1.546115, 1.598023, 1.737430], [-1.101359, -1.170024, 1.999485], [-1.984606, 0.136475, 1.065621], [-2.078410, -1.748873, 0.706569], [1.012712, -1.491250, 1.453777], [1.831113, -0.843499, 0.181182], [0.809625, -2.402468, -0.176218], [-0.549802, -0.675511, -0.948055], [-1.047462, 3.118975, 0.440515], [-1.620959, 2.085177, -0.663725], [1.186529, 0.764755, -2.246901], [2.303050, 1.763876, -1.571499]], "forces_ev_per_a": [[-1.2972, -1.3148, 1.9791], [0.0148, 0.2090, -2.4050], [-0.7573, 0.7704, 0.1739], [0.2310, 0.4636, 1.7510], [2.6566, 2.8295, -0.3986], [0.4113, 0.2897, 1.2558], [-0.6309, -0.0534, -0.1288], [-0.1641, 0.8858, -0.9650], [-0.2118, -1.2601, -0.0094], [0.5696, 1.5746, -0.2696], [-0.0150, -0.9956, 1.8045], [0.2262, -0.8338, -0.6123], [0.8043, 0.6971, 1.0803], [0.1078, -0.0899, -0.2593], [0.5322, -0.4674, 0.2086], [-0.8657, -0.4571, -1.5378], [0.1270, -2.0239, -1.1329], [-1.7387, -0.2237, -0.5345]]}

=====

4.
{"formula": "C3H11N2S", "method": "the ωB97M-V functional and the def2-TZVPD basis", "fmax_ev_per_a": 0.8, "s_squared": 0.753, "homo_energy_ev": [-8.6, -8.6], "homo_lumo_gap_ev": [9.489, 6.407], "lumo_energy_ev": [0.90, -2.15], "multiplicity": 2, "symbols": ["C", "S", "H", "H", "H", "N", "C", "C", "N", "H", "H", "H", "H", "H", "H", "H", "H"], "xyz": [[-2.378165, 2.599159, -1.006129], [-1.528483, 1.633204, 0.258708], [-3.448599, 2.636015, -0.814551], [-1.949042, 3.599650, -1.035807], [-2.247603, 2.134195, -1.985105], [0.700349, -0.264882, -1.304788], [1.209921, -1.258700, -0.369654], [0.853240, -0.879940, 1.065988], [1.584013, -1.671210, 2.039877], [-0.042220, 0.343001, -0.975766], [0.590068, -0.640361, -2.231083], [2.298956, -1.286161, -0.466012], [0.830225, -2.274985, -0.543929], [1.072136, 0.183520, 1.183198], [-0.244196, -0.962362, 1.139100], [1.489956, -1.278734, 2.967165], [1.209444, -2.611407, 2.078786]], "forces_ev_per_a": [[-0.2123, -0.6419, -0.0598], [-0.3345, 0.4466, -0.0536], [0.0469, 0.2551, 0.1749], [0.0049, 0.0490, 0.0612], [0.2363, 0.0938, 0.0252], [0.4215, -0.1681, 0.0186], [0.1541, 0.2271, 0.3029], [-0.3968, 0.2564, -0.6298], [0.0104, -0.0328, 0.0316], [0.0889, -0.4666, -0.2163], [-0.3376, 0.2146, -0.0471], [-0.0026, -0.1771, 0.1363], [-0.0004, 0.0318, -0.1664], [0.2214, -0.0405, 0.2055], [0.0580, -0.0285, 0.2041], [-0.0102, -0.0045, 0.0008], [0.0522, -0.0146, 0.0119]]}

=====

5.
{"formula": "C3H11N2S", "method": "the ωB97M-V functional and the def2-TZVPD basis", "fmax_ev_per_a": 3.0, "homo_energy_ev": -12.4, "charge": 1, "homo_lumo_gap_ev": 8.304, "lumo_energy_ev": -4.11, "symbols": ["C", "C", "S", "H", "H", "H", "H", "H", "H", "N", "C", "N", "H", "H", "H", "H", "H"], "xyz": [[1.654932, 1.198328, -2.040323], [0.180436, 1.282660, -1.891086], [-0.475769, 1.839827, -0.302047], [2.160814, 0.483027, -1.376912], [2.119295, 2.183357, -1.976630], [1.784631, 0.824398, -3.046283], [-0.319979, 1.870738, -2.632380], [-0.141789, 0.249165, -2.040717], [-0.427263, 3.183774, -0.409342], [-0.007374, -0.821112, 1.563498], [-1.158077, -1.408784, 1.827338], [-1.325260, -2.618287, 2.399802], [0.796159, -1.409218, 1.652706], [0.000777, 0.164560, 1.604128], [-2.028169, -0.859946, 1.478295], [-2.270064, -2.953554, 2.657970], [-0.543301, -3.208934, 2.531982]], "forces_ev_per_a": [[0.8765, 0.5484, -0.3068], [-0.4914, -0.8450, 0.5421], [-0.2391, -0.0291, 0.5780], [-0.3379, 0.3475, 0.0599], [0.2113, -0.1563, 0.0883], [0.4786, -0.0473, -0.4015], [0.0045, 0.3375, -0.5928], [-0.7012, 0.1464, 0.2910], [0.1575, -0.3268, -0.1929], [-1.2464, -2.6936, 0.6156], [-0.4308, -1.0036, 0.4261], [-1.1443, 2.2125, -1.2541], [0.9405, 0.4490, 0.2832], [0.4624, 1.4344, -0.7936], [-0.2489, 0.0409, 0.7390], [1.0240, 0.2826, -0.5670], [0.6846, -0.6975, 0.4854]]}

=====

6.
{"formula": "C3H11N2S", "method": "the ωB97M-V functional and the def2-TZVPD basis", "fmax_ev_per_a": 1.1, "homo_energy_ev": -12.3, "charge": 1, "homo_lumo_gap_ev": 8.384, "lumo_energy_ev": -3.92, "symbols": ["C", "C", "S", "H", "H", "H", "H", "H", "H", "N", "C", "N", "H", "H", "H", "H", "H"], "xyz": [[1.476870, 1.519507, 2.070544], [0.067834, 1.236192, 2.557551], [-1.051232, 0.945846, 1.115211], [1.771341, 2.557985, 2.162093], [2.195366, 0.965706, 2.660267], [1.589564, 1.289990, 1.018527], [-0.399949, 2.016370, 3.138478], [-0.016898, 0.333405, 3.142100], [-2.220162, 0.906491, 1.762019], [-0.666265, -0.739086, -1.603929], [-0.829459, -1.474272, -2.667893], [0.118109, -2.284097, -3.111366], [0.101609, -0.910122, -0.969132], [-1.306745, 0.005323, -1.373218], [-1.788737, -1.418038, -3.160761], [-0.106430, -2.949165, -3.837307], [1.065185, -2.002036, -2.903183]], "forces_ev_per_a": [[0.0649, 0.2980, 0.2280], [-0.8400, -0.3130, -0.3629], [0.2249, 0.2614, 0.0658], [-0.2493, 0.2925, 0.0761], [0.1698, -0.2835, -0.0575], [0.1551, -0.3215, -0.2059], [0.1933, 0.4110, 0.0736], [0.3147, -0.2470, 0.1900], [-0.0277, -0.0464, 0.0544], [0.1061, -0.1157, -0.4549], [0.2072, -0.1819, 0.2972], [-0.7730, 0.7197, 0.0937], [0.0400, 0.3196, 0.0656], [-0.0779, -0.0875, 0.2513], [-0.0794, -0.1427, -0.2061], [0.3764, 0.1365, -0.0650], [0.1948, -0.6997, -0.0436]]}

=====

7.
{"formula": "C3H11N2S", "method": "the ωB97M-V functional and the def2-TZVPD basis", "fmax_ev_per_a": 2.6, "homo_energy_ev": -13.1, "smiles": "C[C@H](N)[C@@H]([NH3+])S", "charge": 1, "homo_lumo_gap_ev": 9.370, "lumo_energy_ev": -3.72, "symbols": ["C", "C", "N", "C", "N", "S", "H", "H", "H", "H", "H", "H", "H", "H", "H", "H", "H"], "xyz": [[-1.043549, -1.097779, 0.737820], [0.409399, -0.513574, 0.532615], [0.778972, 0.215070, 1.804146], [0.568129, 0.560635, -0.627399], [0.029762, 0.136156, -1.878647], [0.040352, 2.257347, -0.343552], [-0.945717, -1.674988, 1.686726], [-1.820433, -0.344244, 0.727853], [-1.335995, -1.861632, 0.050135], [1.086270, -1.349632, 0.362083], [0.472544, 1.171699, 1.737145], [1.716572, -0.017667, 2.233617], [1.596627, 0.585109, -0.804865], [-0.949531, 0.226538, -1.657517], [0.340156, 0.660400, -2.696627], [0.183790, -0.850604, -2.019328], [-1.127347, 1.897166, 0.155793]], "forces_ev_per_a": [[1.6830, -0.2417, 0.5200], [-1.2205, 1.5982, 1.5368], [0.8353, -2.1156, -0.8851], [1.2903, -0.0387, 2.3055], [-1.5387, -1.2279, -0.7862], [0.3777, 0.0788, -0.1056], [-0.5113, 0.9200, -0.4225], [-0.1317, 0.2226, 0.5495], [-0.0238, -0.4690, -1.0316], [0.1875, 0.1515, -0.1102], [0.6721, 0.1182, 0.5766], [-1.7012, 0.8610, -0.9991], [1.8911, 0.4999, 0.1378], [-1.0767, 0.0874, -1.2340], [-0.3272, 0.2383, 0.0465], [0.2933, -0.6964, -0.3376], [-0.6993, 0.0137, 0.2393]]}

=====

8.
{"formula": "C3H11N3", "method": "the ωB97M-V functional and the def2-TZVPD basis", "fmax_ev_per_a": 3.5, "homo_energy_ev": -9.0, "homo_lumo_gap_ev": 10.185, "lumo_energy_ev": 1.16, "symbols": ["C", "C", "C", "N", "N", "N", "H", "H", "H", "H", "H", "H", "H", "H", "H", "H", "H"], "xyz": [[0.725267, 0.184580, -0.223404], [-1.651029, 0.621676, -0.130182], [1.136437, -1.039148, 0.581780], [-0.545442, 0.052605, -0.851413], [1.703333, 0.635937, -1.172094], [-2.190295, -0.191755, 0.922684], [-0.491630, 0.457705, -1.779392], [0.338340, 1.184981, 0.628755], [2.346021, 1.308006, -0.771232], [2.235774, -0.132211, -1.563763], [-2.407987, -1.134281, 0.613394], [-1.553865, -0.255511, 1.708402], [-2.435072, 0.880617, -0.840900], [-0.933067, 1.485135, 0.565782], [1.341433, -1.873369, -0.095712], [0.343935, -1.351754, 1.250558], [2.037847, -0.833214, 1.156735]], "forces_ev_per_a": [[-1.2238, 1.8995, 2.1018], [2.3817, 0.6927, 1.8278], [0.1169, 0.1969, -0.1478], [-0.4605, -0.3457, -1.1315], [0.3487, 0.2857, -0.1518], [-0.3615, -0.2143, 0.4029], [0.0693, 0.0185, 0.1228], [2.1803, -2.1975, -1.5944], [-0.0859, -0.1362, -0.0500], [0.0630, -0.0011, 0.1116], [0.0084, 0.1320, -0.0636], [-0.1057, -0.0026, -0.1195], [0.0959, 0.5486, 0.2227], [-2.9488, -0.8652, -1.7058], [-0.0045, 0.0381, -0.0331], [-0.0983, -0.0599, 0.1384], [0.0247, 0.0105, 0.0696]]}

=====

9.
{"formula": "C3H11N3", "method": "the ωB97M-V functional and the def2-TZVPD basis", "fmax_ev_per_a": 0.5, "homo_energy_ev": -8.3, "smiles": "N/C=C/N.CN", "homo_lumo_gap_ev": 9.421, "lumo_energy_ev": 1.08, "symbols": ["N", "C", "C", "N", "H", "H", "H", "H", "H", "H", "C", "N", "H", "H", "H", "H", "H"], "xyz": [[0.517214, -0.829329, -3.121777], [-0.078267, -0.375733, -1.892197], [-0.643018, -1.249155, -1.071088], [-1.240106, -0.948840, 0.169817], [1.463152, -0.480537, -3.217216], [-0.000375, -0.463753, -3.905605], [-0.048950, 0.694229, -1.698489], [-0.639800, -2.296834, -1.372676], [-0.561108, -0.854311, 0.928317], [-1.899104, -1.655308, 0.441996], [0.015098, 1.591034, 2.063449], [0.880607, 0.405651, 2.078303], [0.554412, 2.541525, 2.037847], [-0.608679, 1.592027, 2.955781], [-0.653459, 1.526825, 1.208678], [1.630820, 0.506634, 1.408160], [1.311570, 0.295876, 2.986700]], "forces_ev_per_a": [[0.0490, -0.1111, 0.2057], [0.2156, 0.0822, -0.2230], [0.0270, -0.4043, 0.0115], [0.1775, 0.3386, 0.2884], [0.0096, -0.0226, 0.0226], [-0.1041, 0.0631, -0.2294], [-0.1485, -0.0311, 0.3090], [-0.0107, 0.1056, -0.1681], [-0.0296, 0.2281, -0.2049], [-0.1568, -0.2319, 0.0163], [0.0218, -0.0790, 0.0606], [-0.1025, 0.0383, 0.0955], [0.0212, 0.0282, -0.0377], [-0.0207, -0.0489, 0.0266], [-0.0210, 0.0924, -0.0920], [0.0263, -0.0309, -0.0654], [0.0460, -0.0167, -0.0158]]}

=====

10.
{"formula": "C3H11N3", "method": "the ωB97M-V functional and the def2-TZVPD basis", "fmax_ev_per_a": 1.8, "homo_energy_ev": -8.5, "smiles": "NCCNCN", "homo_lumo_gap_ev": 9.481, "lumo_energy_ev": 0.98, "symbols": ["N", "C", "C", "N", "C", "N", "H", "H", "H", "H", "H", "H", "H", "H", "H", "H", "H"], "xyz": [[1.611001, 0.373016, -1.357583], [0.358115, -0.288572, -1.724850], [-0.930884, 0.125930, -1.002260], [-1.037665, -0.342201, 0.371600], [-0.408988, 0.516129, 1.395857], [-0.124503, -0.285997, 2.624405], [2.146528, -0.116461, -0.657582], [1.572622, 1.345076, -1.055998], [0.616736, -1.332841, -1.542242], [0.208675, -0.175164, -2.801052], [-1.122946, 1.199574, -1.088761], [-1.790772, -0.315998, -1.523212], [-0.702070, -1.267874, 0.570496], [-1.088950, 1.334729, 1.666801], [0.525895, 0.969485, 1.063775], [-0.672272, -1.139766, 2.522981], [0.839479, -0.599066, 2.537624]], "forces_ev_per_a": [[0.3777, 0.6944, 0.2263], [0.4996, 0.3727, 0.0848], [-0.1926, -1.2233, -0.1779], [0.1715, 1.4658, 1.0937], [-0.3561, -0.3756, 0.6758], [0.1157, 0.1629, -1.1962], [-0.1543, -0.1711, 0.0304], [-0.3747, -0.2811, -0.3351], [-0.6700, -0.2448, -0.1391], [-0.0553, 0.0209, -0.0608], [0.3022, 0.0234, 0.3852], [0.2539, -0.0399, -0.2609], [0.1815, -0.4083, -0.8079], [0.0109, -0.1847, -0.1506], [0.0924, 0.0131, -0.0471], [-0.1443, 0.1750, 0.4510], [-0.0580, 0.0004, 0.2284]]}

=====

Results for energy relative to the best compared isomer or geometry (same formula, charge and spin): 1.791 2.388 1.216 0.068 0.756 0.563 1.800 2.243 1.372 1.198 (in eV, following the order of the records).